Density functional theory data (the ωB97M-V functional and the def2-TZVPD basis) for C4H9N3S in the gas phase.

Geometry (Å):
N: -0.12 0.91 -1.60
C: 0.34 0.98 -0.23
C: 1.41 -0.13 -0.02
N: 0.81 -1.42 -0.31
N: -0.26 -1.71 0.56
C: -1.14 -0.80 1.01
S: -2.47 -1.22 1.85
C: -0.83 0.69 0.76
H: 0.59 1.15 -2.33
H: -1.02 1.42 -1.77
H: 0.75 1.98 0.00
H: 1.83 -0.15 0.99
H: 2.23 0.04 -0.74
H: 0.47 -1.42 -1.29
H: -0.32 -2.64 0.92
H: -1.76 1.18 0.46
H: -0.50 1.13 1.72

Values from the calculation:
ΔE to the lowest compared entry with this formula, charge and spin	91.7	kJ/mol
orbital gap	8.88	eV
SMILES string	N[C@@H]1CNNC(=S)C1